(1)
{"formula": "C2H2N3O", "method": "the ωB97M-V functional and the def2-TZVPD basis", "elements": ["C", "C", "N", "N", "N", "O", "H", "H"], "xyz": [[0.594, -0.659, -0.076], [0.182, 0.523, -2.020], [1.319, -1.224, -0.971], [1.555, -1.098, -2.081], [-0.080, 0.387, -0.774], [0.235, 0.846, -3.109], [0.464, -0.911, 0.954], [-0.745, 1.008, -0.307]], "e_above_lowest_kcal_mol": 65.0, "lumo_ev": -7.42, "e_homo_ev": -14.50, "total_energy_ha": -316.48641, "charge": 1, "homo_lumo_gap_ha": 0.260}


(2)
{"formula": "C4H6Cl2F6GaNO5S2", "method": "the ωB97M-V functional and the def2-TZVPD basis", "elements": ["Ga", "Cl", "C", "Cl", "H", "H", "F", "C", "F", "F", "S", "O", "O", "N", "S", "O", "O", "C", "F", "F", "F", "C", "O", "H", "H", "H", "H"], "xyz": [[-10.986, 4.124, -0.546], [-10.144, 0.688, 0.904], [-11.860, 0.285, 0.382], [-12.271, 1.296, -1.049], [-12.555, 0.568, 1.184], [-11.797, -0.861, 0.244], [-13.564, 5.941, 3.861], [-13.051, 6.156, 2.620], [-13.924, 6.826, 1.847], [-11.928, 6.892, 2.659], [-12.703, 4.408, 1.697], [-13.011, 4.491, 0.196], [-13.304, 3.290, 2.372], [-11.030, 4.296, 1.550], [-9.726, 4.768, 2.558], [-8.595, 3.842, 2.329], [-10.219, 4.861, 3.934], [-9.294, 6.464, 1.601], [-10.326, 7.061, 0.830], [-8.964, 7.401, 2.514], [-8.290, 6.281, 0.735], [-7.668, 2.460, -0.793], [-7.938, 2.822, -2.175], [-8.104, 1.502, -0.570], [-8.270, 3.200, -0.268], [-6.585, 2.574, -0.659], [-7.516, 2.293, -2.874]], "e_above_lowest_kcal_mol": 28.6, "lumo_ev": [-12.11, -13.75], "e_homo_ev": [-18.10, -18.08], "total_energy_ha": -4826.76828, "charge": 2, "homo_lumo_gap_ha": [0.220, 0.159]}